The following is a quantum chemistry calculation of a 2-piece molecular cluster, C4H9NO overall at a distorted geometry, from the OMol25 dataset.

Calculated values
E	-287.37694	Ha
energy relative to the best compared isomer or geometry (same formula, charge and spin)	325.13	kJ/mol
molecular weight	87.12	g/mol
charge	+1
spin multiplicity	2

Each atom is followed by the atoms it is bonded to, with distances in Å.
Element x y z (Å)
1 O -1.271 -4.794 1.063  H14 0.989, H15 0.903
2 N 1.068 1.660 1.005  C5 1.416, C6 1.242
3 C -0.485 0.267 -2.324  C4 1.553, H9 1.166, H10 1.143, H12 1.069
4 C -0.142 0.450 -0.820  C3 1.553, C5 1.327, H13 1.223
5 C 0.815 1.220 -0.317  N2 1.416, C4 1.327, H11 1.042
6 C 0.810 2.759 1.522  N2 1.242, H7 1.191, H8 1.158
7 H 0.602 2.770 2.695  C6 1.191
8 H 0.338 3.690 1.019  C6 1.158
9 H 0.307 0.780 -3.008  C3 1.166
10 H -0.154 -0.795 -2.586  C3 1.143
11 H 1.599 1.600 -0.888  C5 1.042
12 H -1.459 0.636 -2.563  C3 1.069
13 H -1.153 0.105 -0.224  C4 1.223
14 H -1.853 -5.494 1.451  O1 0.989
15 H -1.517 -4.742 0.197  O1 0.903